# 1
15
Properties=species:S:1:pos:R:3:forces:R:3 method="wB97M-V/def2-TZVPD" homo_lumo_gap_ev=8.801 e_above_lowest_kcal_mol=62.26 spin_multiplicity=1 total_charge=0 smiles="C=CCNC=C"
C -0.160 -0.507 2.168 -1.7 -0.1 -0.6
C 0.299 0.627 1.651 0.9 -1.0 0.5
C -0.374 1.245 0.438 -0.7 -0.1 0.8
N -0.610 0.324 -0.641 -0.4 -2.0 -0.6
C 0.405 -0.408 -1.223 1.8 1.9 -0.1
C 0.472 -0.999 -2.421 -0.9 -1.2 -0.2
H 0.283 -1.316 2.715 0.8 0.6 0.9
H -1.196 -0.765 1.934 0.2 -0.2 -0.5
H 1.235 0.982 2.071 0.2 0.3 -0.7
H 0.173 2.093 0.035 0.2 0.2 0.2
H -1.355 1.595 0.771 0.0 0.2 -0.2
H -1.516 -0.030 -0.907 -0.3 0.6 0.5
H 1.354 -0.225 -0.712 0.0 0.4 -0.3
H -0.360 -1.564 -2.831 -0.5 0.8 -0.3
H 1.349 -1.050 -3.048 0.5 -0.5 0.8


# 2
24
Properties=species:S:1:pos:R:3:forces:R:3 method="wB97M-V/def2-TZVPD" homo_lumo_gap_ev=7.884 e_above_lowest_kcal_mol=199.91 spin_multiplicity=1 total_charge=0 smiles=O.O.O.O.O.O.O.O
O 0.867 0.479 -1.578 -0.8 -3.7 -2.9
H 1.001 0.137 -0.660 0.1 0.3 -1.9
H -0.080 0.534 -1.705 -0.3 -0.2 -0.3
O -1.896 -0.236 2.477 0.8 2.6 2.0
H -1.586 0.696 2.795 -1.0 -2.6 -0.6
H -1.766 -0.829 3.238 0.0 0.4 -0.3
O 1.247 1.739 -0.110 1.3 2.8 6.6
H 0.302 1.808 0.034 -0.5 0.5 -0.7
H 1.468 1.631 0.863 0.6 0.7 -1.1
O -2.983 -0.734 0.049 2.8 -5.0 5.2
H -2.948 -1.699 -0.306 -0.1 2.5 1.8
H -2.975 -0.714 1.032 0.7 -0.9 -0.8
O 3.492 -0.679 2.495 0.7 2.5 -2.3
H 3.745 -0.053 3.157 0.2 0.2 0.7
H 3.221 -1.459 2.877 -0.9 -2.6 1.6
O 3.867 0.415 -2.822 -0.4 -1.6 -2.4
H 3.183 0.786 -3.403 0.3 -0.1 0.6
H 3.993 1.003 -2.129 0.1 1.7 1.9
O -3.914 -0.051 -1.337 -0.9 1.1 -3.7
H -3.243 -0.269 -1.992 -0.6 0.5 -0.3
H -4.639 0.359 -1.683 -3.1 1.9 -2.8
O -0.562 -1.023 0.518 0.9 -1.8 -0.7
H -0.239 -0.188 0.762 0.4 1.6 1.1
H -0.379 -1.015 -0.421 -0.2 -0.6 -0.4


# 3
10
Properties=species:S:1:pos:R:3:forces:R:3 method="wB97M-V/def2-TZVPD" homo_lumo_gap_ev=8.111 e_above_lowest_kcal_mol=12.98 spin_multiplicity=1 total_charge=-1
N 1.520 -0.765 0.449 -1.6 0.1 -2.3
C -0.119 -0.863 0.669 2.9 -3.2 1.3
O -0.845 0.154 0.523 -1.4 2.5 -0.5
H 1.722 0.127 0.848 0.3 0.9 0.6
H 1.618 -0.535 -0.607 -0.3 -0.5 2.1
H -0.154 -1.292 1.757 0.2 0.3 -1.1
H -0.252 -1.745 -0.015 -0.4 0.1 0.1
H -0.916 1.323 -0.512 0.7 0.6 -1.0
H -1.652 1.608 -1.775 -1.3 -0.4 -1.1
O -0.922 1.988 -1.336 0.8 -0.3 2.0


# 4
22
Properties=species:S:1:pos:R:3:forces:R:3 method="wB97M-V/def2-TZVPD" homo_lumo_gap_ev=9.560 e_above_lowest_kcal_mol=39.24 spin_multiplicity=1 total_charge=0 smiles="C=CC[C@H](CN)NC"
C 0.350 -2.935 1.413 0.2 -0.5 -0.2
C -0.286 -1.846 1.015 0.3 1.0 0.0
C 0.172 -0.430 1.327 0.1 -0.9 -1.6
C 0.148 0.414 0.004 -0.4 -0.7 1.0
C 0.773 1.793 0.228 0.7 -0.4 0.0
N 1.860 1.996 -0.748 -0.3 0.8 0.3
N -1.230 0.489 -0.470 -0.2 0.4 -0.8
C -1.590 -0.085 -1.771 -0.6 -1.1 0.6
H 0.049 -3.945 1.162 -0.3 0.1 -0.2
H 1.278 -2.906 1.976 -0.1 0.3 0.1
H -1.154 -1.832 0.366 -0.2 -0.6 0.2
H 1.199 -0.503 1.680 -0.1 0.4 0.5
H -0.547 0.012 2.005 0.2 0.3 0.5
H 0.705 -0.159 -0.741 0.4 0.3 0.0
H 1.237 1.890 1.214 0.1 -0.5 0.0
H -0.015 2.548 0.316 -0.2 0.2 -0.7
H 1.521 2.085 -1.706 -0.1 0.0 0.3
H 2.332 2.868 -0.508 0.0 -0.2 -0.3
H -1.571 1.432 -0.447 0.1 0.3 0.2
H -0.804 -0.337 -2.490 0.4 0.6 0.2
H -2.064 -1.052 -1.567 -0.1 -0.1 -0.2
H -2.363 0.504 -2.260 0.1 0.2 0.0


The calculation returns the following LUMO level values, one per record and in order: 1.14, -0.10, 4.70, 1.02 eV.
The calculation returns the following electronic energy values, one per record and in order: -6818.29511, -16633.34167, -6719.26779, -9427.78272 eV.